[1]
Below is 13 unconnected molecules or ions with the total composition C49H96Cl2O36 in a non-equilibrium geometry, with properties calculated with ωB97M-V with the def2-TZVPD basis set.

Geometry as ORCA input:
```
! RIJCOSX wB97M-V def2-TZVPD def2/J DEFGRID3
* xyz 0 1
Cl 1.1275 -18.8188 -17.8861
C 0.7348 -18.6983 -19.6181
C 1.6539 -17.7185 -20.3155
Cl 3.2665 -18.3714 -20.5673
H -0.2609 -18.2937 -19.8000
H 0.8428 -19.6563 -20.1267
H 1.7652 -16.8020 -19.7361
H 1.3546 -17.4189 -21.3199
C 1.2566 -20.8881 -23.5653
C -0.0922 -21.3928 -23.8301
O -0.9136 -20.2852 -23.5867
C -0.1960 -19.3736 -22.9700
O -0.6591 -18.3047 -22.5737
O 1.0775 -19.7330 -22.8412
H 1.9301 -20.8318 -24.4205
H 1.7592 -21.6031 -22.9139
H -0.3309 -22.2422 -23.1902
H -0.1072 -21.6288 -24.8942
C 2.4686 -14.3071 -11.1069
C 1.8846 -14.3376 -12.5200
O 2.0201 -15.6788 -12.9832
C 2.7495 -16.1272 -14.0033
O 3.5211 -15.3883 -14.6344
O 2.5426 -17.4778 -14.1649
C 2.9932 -18.1854 -15.2986
H 1.9277 -14.8571 -10.3368
H 2.3548 -13.2669 -10.8015
H 3.5074 -14.6089 -10.9728
H 2.3750 -13.7145 -13.2679
H 0.8404 -14.0250 -12.5125
H 3.0336 -17.6017 -16.2182
H 2.2445 -18.9493 -15.5084
H 3.8897 -18.7749 -15.1062
C 8.2689 -24.4553 -18.1369
C 7.1309 -23.5363 -17.6297
O 7.3416 -22.2782 -18.2987
C 8.1409 -21.2960 -17.9383
O 8.9217 -21.3198 -16.9939
O 7.9183 -20.3155 -18.7638
C 8.3090 -18.9589 -18.5304
H 8.2679 -25.4072 -17.6060
H 9.2314 -24.0373 -17.8417
H 8.2880 -24.7817 -19.1767
H 6.9944 -23.4078 -16.5560
H 6.1530 -23.9284 -17.9091
H 8.2260 -18.6837 -17.4790
H 7.6058 -18.3655 -19.1148
H 9.3686 -18.8747 -18.7719
C 7.2317 -27.0083 -15.5104
C 6.1483 -26.5186 -14.5237
O 4.9098 -27.1448 -14.8168
C 3.7889 -26.9563 -14.0814
O 3.6832 -26.2948 -13.0150
O 2.7133 -27.4983 -14.7585
C 1.4303 -27.1282 -14.2248
H 6.8357 -26.8883 -16.5188
H 7.4685 -28.0554 -15.3220
H 8.1477 -26.4309 -15.3858
H 5.8214 -25.4806 -14.5863
H 6.4419 -26.6519 -13.4824
H 1.3620 -27.5353 -13.2160
H 0.5993 -27.5866 -14.7611
H 1.3067 -26.0457 -14.1914
C 6.3156 -23.0326 -22.0202
C 5.1167 -24.0247 -21.8938
O 5.1058 -24.4084 -20.5353
C 4.6557 -25.6083 -20.1400
O 4.2533 -26.5334 -20.8144
O 4.5691 -25.6097 -18.7957
C 3.8907 -26.6547 -18.1155
H 6.3894 -22.7794 -23.0778
H 7.2453 -23.3948 -21.5813
H 6.0018 -22.1394 -21.4800
H 5.3645 -24.9172 -22.4682
H 4.1454 -23.6074 -22.1597
H 3.8463 -26.2827 -17.0919
H 4.5005 -27.5561 -18.0548
H 2.9356 -26.9661 -18.5385
C 1.0742 -20.6315 -14.1355
C 0.4466 -21.2596 -15.3581
O 0.8802 -22.5990 -15.3559
C 0.6434 -23.3530 -16.4922
O 0.3598 -22.8765 -17.6514
O 0.8010 -24.6015 -16.1895
C 0.7204 -25.5842 -17.1994
H 2.1634 -20.6708 -14.1515
H 0.6921 -21.1627 -13.2638
H 0.6905 -19.6128 -14.0805
H 0.7537 -20.7357 -16.2633
H -0.6398 -21.3485 -15.3622
H 1.4318 -25.3784 -17.9992
H -0.2761 -25.6272 -17.6390
H 0.9088 -26.5647 -16.7621
C -3.8433 -25.2695 -16.8451
C -3.5667 -24.4311 -15.6218
O -2.3499 -24.9206 -15.0506
C -1.9067 -24.2407 -13.9476
O -2.5981 -23.4246 -13.3599
O -0.7549 -24.7370 -13.5471
C 0.0247 -24.0985 -12.5050
H -2.9986 -25.1656 -17.5261
H -4.7350 -24.9537 -17.3865
H -3.8319 -26.2983 -16.4850
H -4.4138 -24.5725 -14.9506
H -3.4605 -23.4288 -16.0367
H 0.5379 -23.2403 -12.9388
H 0.7106 -24.7990 -12.0286
H -0.6416 -23.7825 -11.7023
C 3.1693 -21.7531 -19.7001
C 4.2109 -21.3230 -18.6068
O 4.0215 -22.3007 -17.5770
C 4.2974 -22.0720 -16.2735
O 4.6787 -21.0173 -15.8380
O 4.0695 -23.2456 -15.5693
C 4.0363 -23.1542 -14.1263
H 3.2893 -21.0774 -20.5470
H 2.1543 -21.6732 -19.3109
H 3.3995 -22.7806 -19.9817
H 3.9701 -20.3364 -18.2108
H 5.2350 -21.1900 -18.9556
H 3.2190 -23.7750 -13.7593
H 3.8258 -22.1864 -13.6713
H 4.9303 -23.6790 -13.7894
C 2.7235 -18.5639 -9.7846
C 1.6785 -19.6755 -9.8671
O 2.2148 -20.8028 -10.6252
C 2.8230 -21.7278 -9.9997
O 3.1361 -21.7843 -8.8529
O 3.1737 -22.6276 -10.9402
C 3.7517 -23.8789 -10.5796
H 2.9652 -18.3609 -10.8279
H 3.6857 -18.7793 -9.3199
H 2.3567 -17.6265 -9.3664
H 0.8398 -19.3072 -10.4579
H 1.2481 -19.9747 -8.9115
H 4.1934 -23.8833 -9.5831
H 4.4948 -24.1089 -11.3431
H 2.9392 -24.6039 -10.5315
C 9.7087 -26.2241 -11.8163
C 8.5607 -25.2261 -11.7859
O 8.8855 -24.2299 -12.7469
C 8.0389 -23.1627 -12.8852
O 6.9901 -22.9252 -12.2930
O 8.6453 -22.3402 -13.7325
C 8.1279 -21.0673 -14.1255
H 9.7463 -26.7052 -12.7936
H 9.5657 -27.0155 -11.0806
H 10.7003 -25.8057 -11.6434
H 8.3639 -24.9153 -10.7598
H 7.6330 -25.6742 -12.1417
H 8.8455 -20.4318 -14.6445
H 7.8249 -20.5823 -13.1975
H 7.1677 -21.0999 -14.6403
C 3.8425 -15.3878 -24.8523
C 2.7246 -16.3672 -24.4819
O 3.3480 -17.4713 -23.7231
C 3.9300 -18.5490 -24.2600
O 4.1354 -18.7109 -25.4956
O 4.1705 -19.4524 -23.4161
C 4.6833 -20.7281 -23.7757
H 3.4591 -14.5244 -25.3961
H 4.6130 -15.8677 -25.4558
H 4.3069 -15.1308 -23.9003
H 2.3662 -16.7779 -25.4258
H 1.9071 -15.8104 -24.0239
H 4.3994 -21.3854 -22.9539
H 5.7671 -20.7876 -23.8756
H 4.2610 -21.0693 -24.7209
C -0.1475 -24.3361 -20.5706
C 1.0729 -25.2962 -20.7466
O 1.6946 -25.0155 -22.0027
C 1.2741 -25.4375 -23.2543
O 0.2955 -26.0994 -23.5547
O 2.1015 -24.8906 -24.1226
C 1.8581 -24.9376 -25.5116
H -0.7093 -24.5611 -19.6640
H -0.7301 -24.4489 -21.4849
H 0.1910 -23.3281 -20.3310
H 0.7562 -26.3387 -20.7158
H 1.8295 -25.1768 -19.9711
H 2.3488 -24.1259 -26.0487
H 0.7850 -24.7981 -25.6420
H 2.1228 -25.9004 -25.9487
*
```

As for the largest force on an atom: 6.85 eV/A. As for the orbital gap: 10.65 eV.

=====

[2]
Below is a molecular structure, C4Ag7O12 in a non-equilibrium geometry, with properties calculated with ωB97M-V with the def2-TZVPD basis set.

Geometry as ORCA input:
```
! RIJCOSX wB97M-V def2-TZVPD def2/J DEFGRID3
* xyz -1 1
Ag 1.0671 2.3369 1.3067
Ag -2.4464 -5.3822 0.0399
Ag 2.9868 -4.2954 2.2528
Ag 0.0555 -1.9856 5.4775
Ag -4.2743 -0.2848 -2.8221
Ag -4.2529 1.7224 2.2415
Ag 0.7816 -1.1548 -2.6789
C 2.4872 -6.1862 -2.3424
O 3.7762 -6.3118 -2.2807
O 1.6751 -6.1748 -1.4845
O 2.0343 -6.9280 -3.2547
C 3.1291 3.7582 -2.1727
O 3.0339 4.6781 -1.4709
O 2.2809 2.7746 -2.2915
O 3.7987 3.9633 -3.1772
C -2.7833 5.7512 2.0051
O -4.0208 5.6825 1.9016
O -2.1811 4.7587 2.1246
O -2.3491 6.8714 2.1742
C -1.2836 -0.9192 1.0825
O -1.8089 -0.9347 2.2188
O -0.2661 -1.7564 0.9469
O -1.4401 0.0163 0.2034
*
```

As for the largest force on an atom: 8.89 eV/A. As for the orbital gap: 1.37 eV. The energy above the lowest of the compared OMol25 structures with the same formula, charge and spin is 474.9 kcal per mole.